{
  "formula": "C4H12N3",
  "method": "ωB97M-V/def2-TZVPD",
  "relative_energy_kcal_mol": 69.5,
  "e_homo_ev": -13.17,
  "charge": 1,
  "energy_ha": -323.5676,
  "symbols": ["C", "C", "C", "N", "H", "H", "H", "H", "H", "H", "H", "H", "N", "C", "N", "H", "H", "H", "H"],
  "positions_angstrom": [[2.73787, -1.26795, -0.00765], [1.73860, -0.27805, 0.55415], [0.69590, -0.65007, 1.29882], [-0.31768, 0.27066, 1.79724], [2.37186, -2.27018, 0.32253], [2.73910, -1.27178, -1.12122], [3.75790, -1.05475, 0.32964], [1.89268, 0.78539, 0.35129], [0.28523, -1.72312, 1.29107], [0.06622, 1.19472, 1.89554], [-1.21190, 0.25278, 0.93769], [-0.62993, -0.07241, 2.69661], [-2.10562, 1.56872, -2.15598], [-1.60211, 0.67310, -1.28401], [-2.10083, 0.39957, -0.09639], [-1.88765, 1.46038, -3.11216], [-2.59945, 2.37820, -1.81167], [-0.98801, -0.09876, -1.71961], [-2.84218, -0.29644, -0.16590]]
}